Arrangement w

Formula: C4H6O2
Source: OMol25
Level of theory: ωB97M-V with the def2-TZVPD basis set

Summary:
* spin multiplicity: 1
* HOMO-LUMO gap: 10.7 eV
* SMILES string: C=COC(C)=O

XYZ file:
```
12
C4H6O2 | OMol25 | ωB97M-V with the def2-TZVPD basis set
C 0.781 -1.527 1.482
C 0.939 -1.294 0.186
O 0.441 -0.254 -0.579
C -0.594 0.527 -0.171
C -0.808 1.644 -1.157
O -1.229 0.356 0.837
H 0.167 -0.915 2.127
H 1.293 -2.384 1.906
H 1.553 -1.923 -0.451
H -0.816 1.265 -2.182
H 0.018 2.357 -1.072
H -1.746 2.149 -0.926
```

Arrangement x

Formula: C4H6O2
Source: OMol25
Level of theory: ωB97M-V with the def2-TZVPD basis set

Summary:
* spin multiplicity: 1
* HOMO-LUMO gap: 11.4 eV
* SMILES string: O=COC1CC1

XYZ file:
```
12
C4H6O2 | OMol25 | ωB97M-V with the def2-TZVPD basis set
O -0.602 -1.950 -1.016
C -0.573 -1.929 0.188
O -0.104 -0.977 1.006
C 0.511 0.230 0.577
C -0.338 1.390 0.148
C 0.584 0.705 -0.837
H -0.954 -2.742 0.831
H 1.331 0.426 1.261
H -1.412 1.200 0.068
H -0.082 2.384 0.505
H 0.117 0.090 -1.593
H 1.522 1.173 -1.139
```

Arrangement y

Formula: C4H6O2
Source: OMol25
Level of theory: ωB97M-V with the def2-TZVPD basis set

Summary:
* spin multiplicity: 1
* HOMO-LUMO gap: 9.7 eV
* SMILES string: C1=COCOC1

XYZ file:
```
12
C4H6O2 | OMol25 | ωB97M-V with the def2-TZVPD basis set
C -0.208 1.012 0.056
C 1.056 0.786 -0.238
O 1.553 -0.383 -0.363
C 0.650 -1.203 0.152
O -0.659 -1.129 -0.456
C -1.199 0.030 -0.137
H -0.583 2.032 0.232
H 1.693 1.866 -0.145
H 0.976 -2.353 0.156
H 0.420 -1.011 1.277
H -2.017 -0.227 0.606
H -1.681 0.581 -1.139
```

Arrangement z

Formula: C4H6O2
Source: OMol25
Level of theory: ωB97M-V with the def2-TZVPD basis set

Summary:
* spin multiplicity: 1
* HOMO-LUMO gap: 10.2 eV
* SMILES string: O=C1CC(O)C1

XYZ file:
```
12
C4H6O2 | OMol25 | ωB97M-V with the def2-TZVPD basis set
O 0.940 -1.152 -2.079
C 0.581 -0.679 -1.038
C 0.952 0.601 -0.274
C -0.353 0.371 0.474
O -0.542 0.745 1.805
C -0.500 -1.061 -0.016
H 1.850 0.483 0.343
H 1.008 1.539 -0.830
H -1.167 0.995 -0.093
H -1.225 1.266 1.293
H -1.494 -1.325 -0.387
H -0.159 -1.819 0.699
```

Bottom line: arrangement w, by a margin of 15.3 kcal/mol.

Arrangement w

Formula: H10O5
Source: OMol25
Level of theory: ωB97M-V with the def2-TZVPD basis set

Summary:
* spin multiplicity: 1
* HOMO-LUMO gap: 11.3 eV
* SMILES string: O.O.O.O.O

XYZ file:
```
15
H10O5 | OMol25 | ωB97M-V with the def2-TZVPD basis set
O -1.847 0.676 -2.241
H -0.905 0.633 -2.465
H -2.299 0.438 -3.054
O 0.877 1.191 -0.132
H 0.447 0.575 0.476
H 0.331 1.981 -0.072
O -0.998 -0.273 1.640
H -1.229 -0.744 0.829
H -1.272 -0.854 2.356
O 1.454 -0.759 3.496
H 0.950 -0.349 2.783
H 0.955 -1.540 3.750
O 0.841 -0.263 -2.636
H 1.009 -0.247 -1.683
H 1.686 -0.464 -3.047
```

Arrangement x

Formula: H10O5
Source: OMol25
Level of theory: ωB97M-V with the def2-TZVPD basis set

Summary:
* spin multiplicity: 1
* HOMO-LUMO gap: 11.5 eV
* SMILES string: O.O.O.O.O

XYZ file:
```
15
H10O5 | OMol25 | ωB97M-V with the def2-TZVPD basis set
O -1.314 0.815 -0.870
H -1.056 1.364 -0.122
H -0.998 -0.065 -0.635
O 2.551 1.442 -1.115
H 2.587 1.725 -2.036
H 3.018 2.137 -0.638
O 1.365 -2.912 2.266
H 0.976 -2.634 3.104
H 1.031 -2.271 1.629
O -2.014 1.560 3.181
H -1.166 1.102 3.171
H -1.879 2.291 3.795
O -0.787 -1.768 -3.729
H -0.948 -0.841 -3.522
H -1.366 -1.945 -4.479
```

Arrangement y

Formula: H10O5
Source: OMol25
Level of theory: ωB97M-V with the def2-TZVPD basis set

Summary:
* spin multiplicity: 1
* HOMO-LUMO gap: 11.6 eV
* SMILES string: O.O.O.O.O

XYZ file:
```
15
H10O5 | OMol25 | ωB97M-V with the def2-TZVPD basis set
O -1.201 0.491 -1.681
H -0.919 1.147 -2.311
H -0.658 -0.258 -1.956
O 2.263 -3.196 0.972
H 2.740 -3.497 0.207
H 1.659 -2.475 0.786
O 1.345 -0.558 -0.512
H 2.268 -0.341 -0.353
H 0.781 0.022 0.027
O 0.189 1.201 1.259
H -0.621 1.512 0.806
H 0.032 0.788 2.110
O -2.400 2.014 0.341
H -3.284 1.762 0.668
H -2.194 1.388 -0.363
```

Bottom line: arrangement y, by a margin of 4.8 kcal/mol.

Arrangement w

Formula: H10O5
Source: OMol25
Level of theory: ωB97M-V with the def2-TZVPD basis set

Summary:
* spin multiplicity: 1
* HOMO-LUMO gap: 12.0 eV
* SMILES string: O.O.O.O.O

XYZ file:
```
15
H10O5 | OMol25 | ωB97M-V with the def2-TZVPD basis set
O 0.989 -0.800 -5.159
H 1.235 0.119 -5.048
H 0.135 -0.769 -5.590
O 2.167 -4.366 -0.439
H 2.931 -4.052 0.044
H 2.102 -5.293 -0.210
O -4.578 0.441 2.075
H -4.885 -0.454 2.220
H -3.727 0.337 1.648
O 0.642 4.542 4.069
H 1.412 4.998 3.730
H 0.005 4.584 3.357
O 0.195 0.260 -0.024
H 0.604 -0.524 -0.392
H 0.775 0.977 -0.282
```

Arrangement x

Formula: H10O5
Source: OMol25
Level of theory: ωB97M-V with the def2-TZVPD basis set

Summary:
* spin multiplicity: 1
* HOMO-LUMO gap: 12.5 eV
* SMILES string: O.O.O.O.O

XYZ file:
```
15
H10O5 | OMol25 | ωB97M-V with the def2-TZVPD basis set
O 7.333 1.952 9.132
H 6.645 1.419 9.638
H 7.550 1.164 8.565
O 5.476 -8.265 -7.481
H 5.395 -8.727 -8.321
H 4.881 -8.640 -6.756
O -6.365 2.497 -9.236
H -5.634 2.455 -10.040
H -7.101 2.401 -9.776
O -0.684 -1.486 10.755
H 0.232 -1.469 10.469
H -1.150 -1.579 9.959
O -5.772 6.030 -2.112
H -5.879 6.553 -2.875
H -4.927 5.697 -1.920
```

Arrangement y

Formula: H10O5
Source: OMol25
Level of theory: ωB97M-V with the def2-TZVPD basis set

Summary:
* spin multiplicity: 1
* HOMO-LUMO gap: 10.8 eV
* SMILES string: O.O.O.O.O

XYZ file:
```
15
H10O5 | OMol25 | ωB97M-V with the def2-TZVPD basis set
O 0.426 1.411 -0.014
H -0.176 1.765 0.649
H 0.481 0.473 0.205
O 1.326 -1.223 2.308
H 1.869 -1.960 2.012
H 1.916 -0.462 2.280
O -1.601 -0.759 1.709
H -1.538 -1.624 1.294
H -2.533 -0.528 1.637
O -0.739 -1.292 -1.722
H 0.148 -1.348 -2.089
H -0.644 -1.544 -0.799
O 0.460 2.163 -2.811
H 0.303 1.821 -1.916
H 0.302 3.107 -2.744
```

Bottom line: arrangement y, by a margin of 6.4 kcal/mol.

Arrangement w

Formula: C4H12O3
Source: OMol25
Level of theory: ωB97M-V with the def2-TZVPD basis set

Summary:
* spin multiplicity: 1
* HOMO-LUMO gap: 10.5 eV
* SMILES string: CCCC=O.O.O

XYZ file:
```
19
C4H12O3 | OMol25 | ωB97M-V with the def2-TZVPD basis set
C 0.060 0.611 2.493
C 0.766 0.683 1.137
C 0.138 -0.071 -0.059
C 0.792 0.219 -1.396
O 1.197 1.262 -1.801
H 0.123 1.571 2.997
H 0.554 -0.119 3.138
H -0.975 0.304 2.355
H 1.825 0.418 1.103
H 0.805 1.737 0.848
H -0.946 0.058 -0.112
H 0.225 -1.139 0.156
H 0.674 -0.700 -2.016
O 2.096 -3.744 -4.371
H 1.501 -3.013 -4.553
H 2.263 -3.563 -3.455
O -3.566 1.782 0.806
H -3.181 2.276 1.503
H -4.350 1.427 1.228
```

Arrangement x

Formula: C4H12O3
Source: OMol25
Level of theory: ωB97M-V with the def2-TZVPD basis set

Summary:
* spin multiplicity: 1
* HOMO-LUMO gap: 10.8 eV
* SMILES string: CC(C)C=O.O.O

XYZ file:
```
19
C4H12O3 | OMol25 | ωB97M-V with the def2-TZVPD basis set
C 1.188 -0.673 0.713
C 0.305 0.556 0.494
C 0.659 1.751 1.443
C 0.538 0.971 -0.954
O 0.861 0.227 -1.847
H 1.105 -0.912 1.793
H 0.857 -1.611 0.257
H 2.252 -0.517 0.495
H -0.762 0.291 0.601
H 1.043 1.395 2.401
H 1.540 2.293 1.059
H -0.169 2.441 1.559
H 0.393 2.034 -1.193
O -3.053 -0.787 0.109
H -3.270 -1.284 0.912
H -2.224 -1.161 -0.216
O -0.711 -1.911 -2.693
H -0.582 -0.962 -2.815
H 0.030 -2.140 -2.119
```

Bottom line: arrangement x, by a margin of 9.0 kcal/mol.

Arrangement w

Formula: C4H12O3
Source: OMol25
Level of theory: ωB97M-V with the def2-TZVPD basis set

Summary:
* spin multiplicity: 1
* HOMO-LUMO gap: 10.4 eV
* SMILES string: CC(C)C=O.O.O

XYZ file:
```
19
C4H12O3 | OMol25 | ωB97M-V with the def2-TZVPD basis set
C -0.619 -0.651 1.785
C -0.918 -1.388 0.425
C -1.868 -2.630 0.394
C -1.239 -0.493 -0.727
O -0.738 0.632 -0.956
H -0.417 -1.445 2.510
H 0.299 -0.026 1.825
H -1.538 -0.087 2.142
H 0.118 -1.654 0.046
H -2.826 -2.339 -0.098
H -1.364 -3.438 -0.142
H -2.126 -3.069 1.421
H -2.177 -0.692 -1.285
O 4.271 -0.729 -3.685
H 3.614 -0.855 -2.953
H 4.319 0.187 -3.795
O 1.084 5.844 0.932
H 0.698 6.274 1.762
H 1.425 6.560 0.399
```

Arrangement x

Formula: C4H12O3
Source: OMol25
Level of theory: ωB97M-V with the def2-TZVPD basis set

Summary:
* spin multiplicity: 1
* HOMO-LUMO gap: 5.2 eV

XYZ file:
```
19
C4H12O3 | OMol25 | ωB97M-V with the def2-TZVPD basis set
C 0.925 -1.482 -0.893
C -0.206 -0.790 -0.574
C -0.219 0.624 -0.649
C -1.372 1.342 -0.618
H 0.950 -2.543 -1.061
H 1.877 -0.865 -0.858
H -1.144 -1.280 -0.192
H 0.769 1.016 -0.911
H -1.383 2.405 -0.434
H -2.367 0.147 3.307
H 2.350 0.822 0.391
H 3.538 0.405 -1.247
O 2.600 0.417 -1.023
H -2.297 0.760 -0.651
H -3.380 -1.851 -0.382
O -2.643 -1.272 -0.084
H -1.896 -0.295 2.914
H 1.833 1.665 1.583
O 2.067 0.774 1.382
```

Arrangement y

Formula: C4H12O3
Source: OMol25
Level of theory: ωB97M-V with the def2-TZVPD basis set

Summary:
* spin multiplicity: 1
* HOMO-LUMO gap: 9.7 eV
* SMILES string: C=CC=C.O.O.O

XYZ file:
```
19
C4H12O3 | OMol25 | ωB97M-V with the def2-TZVPD basis set
C -3.064 -1.398 0.184
C -2.378 -0.483 0.864
C -0.949 -0.714 1.192
C -0.175 0.121 1.871
H -2.581 -2.235 -0.320
H -4.127 -1.641 0.210
H -2.622 0.541 1.127
H -0.566 -1.558 0.601
H 0.891 -0.016 1.769
H -0.613 1.061 2.199
O 2.244 2.327 -1.305
H 2.094 1.600 -0.696
H 2.922 2.844 -0.893
O 2.349 -0.330 -0.063
H 2.903 -0.796 0.576
H 1.542 -0.827 -0.215
O 0.823 0.180 -2.537
H 1.305 1.006 -2.477
H 0.002 0.319 -2.088
```

Arrangement z

Formula: C4H12O3
Source: OMol25
Level of theory: ωB97M-V with the def2-TZVPD basis set

Summary:
* spin multiplicity: 1
* HOMO-LUMO gap: 10.5 eV
* SMILES string: OCCCCO.O

XYZ file:
```
19
C4H12O3 | OMol25 | ωB97M-V with the def2-TZVPD basis set
O -0.090 -0.034 2.111
C -0.851 0.181 0.867
C -0.757 -1.207 0.159
C 0.465 -1.273 -0.741
C 1.840 -1.217 -0.059
O 2.923 -0.902 -0.949
H 0.084 0.889 2.355
H -1.861 0.194 1.294
H -0.650 1.066 0.276
H -0.766 -1.989 0.927
H -1.598 -1.298 -0.545
H 0.544 -0.578 -1.628
H 0.495 -2.216 -1.285
H 2.120 -2.175 0.394
H 1.880 -0.458 0.725
H 2.628 -1.220 -1.815
O -2.926 3.729 -1.142
H -2.979 3.141 -0.391
H -3.408 3.293 -1.845
```

Bottom line: arrangement z, by a margin of 1.8 kcal/mol.

Arrangement w

Formula: C4H12O3
Source: OMol25
Level of theory: ωB97M-V with the def2-TZVPD basis set

Summary:
* spin multiplicity: 1
* HOMO-LUMO gap: 9.0 eV
* SMILES string: C/C=C/CO.O.O

XYZ file:
```
19
C4H12O3 | OMol25 | ωB97M-V with the def2-TZVPD basis set
C -1.461 1.187 -3.383
C -0.664 0.712 -2.138
C -0.280 1.444 -1.050
C 1.205 1.397 -0.395
O 1.297 0.517 0.812
H -2.114 2.008 -3.016
H -2.164 0.409 -4.007
H -0.585 1.604 -4.056
H -0.473 -0.440 -2.163
H -1.064 2.045 -0.493
H 1.955 1.001 -1.020
H 1.485 2.438 -0.079
H 0.578 -0.232 0.785
O 0.010 -3.196 1.489
H -0.047 -3.140 0.526
H -0.853 -2.784 1.667
O -0.078 -0.994 3.629
H -0.209 -1.437 2.803
H 0.857 -0.524 3.408
```

Arrangement x

Formula: C4H12O3
Source: OMol25
Level of theory: ωB97M-V with the def2-TZVPD basis set

Summary:
* spin multiplicity: 1
* HOMO-LUMO gap: 9.8 eV
* SMILES string: C/C=C/CO.O.O

XYZ file:
```
19
C4H12O3 | OMol25 | ωB97M-V with the def2-TZVPD basis set
C 0.986 1.398 0.265
C 0.323 0.048 0.047
C -0.973 -0.172 0.360
C -1.572 -1.507 0.554
O -2.824 -1.747 -0.111
H 0.444 2.313 0.015
H 1.419 1.346 1.258
H 1.787 1.306 -0.465
H 0.815 -0.525 -0.737
H -1.661 0.676 0.467
H -1.724 -1.703 1.611
H -0.936 -2.339 0.232
H -2.861 -2.540 -0.658
O 5.619 2.731 1.756
H 5.271 2.834 2.661
H 5.300 1.974 1.269
O -2.898 -1.336 -3.089
H -3.011 -2.115 -2.552
H -3.504 -0.641 -2.883
```

Bottom line: arrangement x, by a margin of 35.2 kcal/mol.